Record 1
ORCA calculation (ωB97M-V with the def2-TZVPD basis set) on a structure of composition C27H39BBrHgN7O4.

Output
Highest occupied orbital energy (spin up / spin down) in eV: -3.990 / -5.867
Multiplicity: 2
Charge: -1

Geometry (Å):
Hg  -0.49  0.01  0.12
C  -0.32  4.10  0.02
C  0.13  3.38  -1.25
C  0.30  4.36  -2.41
C  1.37  2.58  -1.04
C  2.71  3.00  -0.93
C  3.43  1.83  -0.79
N  2.58  0.80  -0.80
N  1.32  1.25  -0.96
B  2.96  -0.71  -0.78
N  2.33  -1.44  -1.97
C  2.98  -2.10  -2.95
C  2.05  -2.58  -3.84
C  0.82  -2.16  -3.30
N  1.00  -1.48  -2.19
C  -0.56  -2.38  -3.87
C  -0.81  -3.87  -4.11
C  -1.64  -1.78  -2.97
N  2.59  -1.38  0.57
C  3.43  -1.53  1.60
C  2.76  -2.20  2.61
C  1.48  -2.44  2.08
N  1.39  -1.93  0.85
C  0.34  -3.21  2.69
C  0.53  -3.37  4.20
C  -1.02  -2.57  2.37
H  -1.25  4.65  -0.16
H  0.44  4.80  0.36
H  -0.51  3.38  0.83
H  -0.66  2.67  -1.53
H  1.07  5.11  -2.17
H  -0.63  4.90  -2.60
H  0.60  3.85  -3.32
H  3.09  4.01  -0.97
H  4.49  1.67  -0.70
H  4.16  -0.76  -0.88
H  4.06  -2.17  -2.94
H  2.24  -3.15  -4.73
H  -0.61  -1.87  -4.84
H  -0.79  -4.41  -3.16
H  -0.06  -4.30  -4.76
H  -1.79  -4.03  -4.57
H  -1.63  -2.26  -1.99
H  -2.63  -1.93  -3.42
H  -1.48  -0.72  -2.81
H  4.44  -1.17  1.54
H  3.15  -2.49  3.57
H  0.35  -4.21  2.25
H  0.56  -2.40  4.69
H  1.45  -3.90  4.43
H  -0.30  -3.94  4.62
H  -1.07  -1.54  2.73
H  -1.82  -3.15  2.84
H  -1.19  -2.55  1.29
O  -6.22  -0.79  -1.19
C  -5.20  0.11  -1.23
C  -4.63  0.65  -0.08
C  -3.58  1.54  -0.23
N  -3.10  1.92  -1.42
C  -3.67  1.38  -2.48
Br  -2.93  1.90  -4.16
C  -4.71  0.48  -2.47
H  -6.41  -0.99  -0.27
H  -4.96  0.36  0.91
H  -3.08  1.94  0.65
H  -5.12  0.07  -3.38
C  1.35  2.86  3.32
C  0.57  1.56  3.21
C  0.65  0.76  4.51
O  1.10  0.78  2.13
C  -0.93  1.84  2.94
O  -1.46  2.67  3.69
O  -1.51  1.18  2.02
H  2.38  2.65  3.61
H  0.89  3.51  4.07
H  1.36  3.37  2.36
H  1.69  0.49  4.73
H  0.07  -0.16  4.42
H  0.25  1.35  5.33
H  1.88  0.31  2.44

These are the Mulliken partial charges, in e, on atoms 1 to 6: 1.3237, -1.2650, 1.7611, -1.7986, -0.1500, -1.1254

=====

Record 2
ORCA calculation (ωB97M-V with the def2-TZVPD basis set) on a cluster of 3 separate species, C4H11N2S in total.

Output
Highest occupied orbital energy in eV: -9.532
Multiplicity: 1
Charge: +1

Geometry (Å):
C  5.15  -0.68  -0.22
C  4.38  -1.10  0.79
C  -4.08  -1.31  0.91
C  -4.04  2.28  -0.61
N  -4.08  -0.07  1.14
N  5.92  -1.47  -1.03
S  -4.42  -2.59  0.10
H  -4.24  2.72  -1.58
H  5.05  0.31  -0.37
H  4.49  -2.08  0.99
H  3.71  -0.38  1.28
H  -4.05  3.24  0.06
H  -3.13  1.89  -0.73
H  -4.86  1.64  -0.50
H  -4.58  0.73  0.65
H  -3.34  0.28  1.73
H  6.34  -0.97  -1.80
H  5.78  -2.45  -0.80

These are the Mulliken partial charges, in e, on atoms 1 to 6: 0.1670, -1.0052, 0.5933, -1.2624, -0.2221, -0.4590

=====

Record 3
ORCA calculation (ωB97M-V with the def2-TZVPD basis set) on a cluster of 9 separate species, C34H52Br2O24 in total.

Output
SMILES string: C[C@H]1COC(=O)O1.C[C@H]1COC(=O)O1.C[C@H]1COC(=O)O1.C[C@H]1COC(=O)O1.C[C@H]1COC(=O)O1.C[C@H]1COC(=O)O1.C[C@H]1COC(=O)O1.C[C@H]1COC(=O)O1.BrCCBr
Highest occupied orbital energy in eV: -10.214
Multiplicity: 1
Charge: 0

Geometry (Å):
C  -4.21  -10.64  -10.02
C  -3.35  -11.76  -9.43
C  -4.14  -12.94  -8.90
O  -3.66  -14.11  -9.59
C  -2.67  -13.73  -10.43
O  -2.01  -14.48  -11.07
O  -2.55  -12.40  -10.46
H  -4.08  -10.71  -11.09
H  -3.98  -9.68  -9.57
H  -5.27  -10.74  -9.80
H  -2.58  -11.40  -8.75
H  -5.20  -12.84  -9.10
H  -3.93  -13.15  -7.85
C  1.16  -11.84  -10.59
C  1.99  -12.52  -9.51
C  1.34  -13.81  -8.99
O  2.38  -14.79  -9.08
C  3.35  -14.34  -9.89
O  4.34  -14.90  -10.26
O  3.04  -13.12  -10.31
H  0.25  -11.41  -10.17
H  0.80  -12.57  -11.31
H  1.73  -11.03  -11.05
H  2.33  -11.80  -8.76
H  0.44  -14.14  -9.51
H  1.14  -13.75  -7.92
C  -1.91  -2.01  -7.82
C  -3.37  -1.71  -7.51
C  -4.31  -2.94  -7.53
O  -4.59  -3.13  -6.16
C  -4.17  -2.10  -5.42
O  -4.31  -2.02  -4.24
O  -3.53  -1.19  -6.21
H  -1.45  -2.44  -6.93
H  -1.45  -1.02  -7.94
H  -1.68  -2.59  -8.71
H  -3.82  -0.98  -8.19
H  -3.76  -3.74  -8.02
H  -5.18  -2.80  -8.17
C  -4.83  -4.38  -17.27
C  -3.88  -5.51  -16.86
C  -2.51  -5.44  -17.57
O  -1.57  -5.44  -16.49
C  -2.23  -5.61  -15.34
O  -1.67  -5.74  -14.28
O  -3.53  -5.36  -15.49
H  -4.42  -3.37  -17.37
H  -5.49  -4.11  -16.45
H  -5.38  -4.66  -18.17
H  -4.41  -6.44  -17.10
H  -2.43  -4.50  -18.11
H  -2.39  -6.32  -18.20
C  -0.43  -7.03  -7.28
C  -0.88  -6.62  -5.89
C  -0.25  -7.42  -4.76
O  0.10  -6.44  -3.80
C  -0.18  -5.19  -4.29
O  -0.01  -4.21  -3.66
O  -0.53  -5.27  -5.58
H  -1.13  -6.75  -8.06
H  -0.24  -8.10  -7.36
H  0.58  -6.60  -7.30
H  -1.97  -6.69  -5.79
H  0.64  -7.92  -5.17
H  -0.88  -8.20  -4.34
C  3.43  -5.88  -12.39
C  3.81  -6.28  -10.96
C  2.87  -5.68  -9.90
O  2.42  -6.82  -9.21
C  2.92  -7.95  -9.70
O  2.67  -9.03  -9.25
O  3.63  -7.66  -10.81
H  3.24  -4.81  -12.44
H  2.48  -6.38  -12.60
H  4.17  -6.13  -13.14
H  4.83  -5.90  -10.81
H  2.11  -5.03  -10.31
H  3.45  -5.09  -9.18
C  0.62  0.54  -9.53
C  1.17  -0.44  -10.55
C  2.41  -1.17  -10.02
O  1.98  -2.53  -9.94
C  0.71  -2.66  -10.41
O  0.13  -3.70  -10.51
O  0.29  -1.49  -10.87
H  0.25  0.00  -8.66
H  -0.26  1.11  -9.84
H  1.37  1.30  -9.30
H  1.39  0.21  -11.40
H  2.69  -0.84  -9.02
H  3.26  -1.15  -10.70
C  -7.33  -6.50  -9.13
C  -7.04  -6.42  -10.64
C  -6.52  -7.66  -11.37
O  -7.43  -7.82  -12.42
C  -8.41  -6.83  -12.37
O  -9.21  -6.64  -13.21
O  -8.31  -6.11  -11.21
H  -6.55  -7.10  -8.65
H  -8.30  -6.92  -8.85
H  -7.32  -5.49  -8.72
H  -6.28  -5.68  -10.87
H  -6.66  -8.41  -10.59
H  -5.52  -7.32  -11.62
Br  -0.11  -8.81  -11.62
C  -0.87  -7.11  -10.91
C  -2.34  -7.32  -10.61
Br  -3.17  -5.54  -10.33
H  -0.56  -6.41  -11.68
H  -0.44  -6.70  -10.00
H  -2.48  -7.98  -9.76
H  -2.86  -7.64  -11.51

These are the Mulliken partial charges, in e, on atoms 1 to 6: -1.2239, 0.6385, -0.4822, -0.3631, 0.6007, -0.5285

=====

Record 4
ORCA calculation (ωB97M-V with the def2-TZVPD basis set) on the ion C8H9N2O with charge +1.

Output
SMILES string: C#C/C=C\C=C/C(=[NH2+])/N=C\O
Highest occupied orbital energy in eV: -13.117
Multiplicity: 1
Charge: +1

Geometry (Å):
C  1.51  0.16  -1.73
C  0.29  0.14  -1.71
C  -1.02  0.11  -2.08
C  -1.96  -0.51  -1.33
C  -1.66  -1.33  -0.17
C  -0.75  -1.08  0.79
C  -0.13  0.16  1.11
N  -0.92  1.22  1.00
N  0.98  0.33  1.80
C  2.22  0.30  1.90
O  3.12  0.40  0.94
H  2.48  0.01  -1.72
H  -1.45  0.75  -2.79
H  -2.88  -0.67  -1.74
H  -2.43  -2.09  -0.26
H  -0.25  -1.86  1.36
H  -0.61  2.12  1.28
H  -1.71  1.15  0.45
H  2.62  0.36  2.90
H  2.54  0.35  0.02

These are the Mulliken partial charges, in e, on atoms 1 to 6: -0.3694, 0.2156, -0.6741, -0.6197, -0.2776, -0.1671

=====

Record 5
ORCA calculation (ωB97M-V with the def2-TZVPD basis set) on an isolated molecule of C5H15N3.

Output
SMILES string: CC[C@@H](N)CNCN
Highest occupied orbital energy in eV: -8.658
Multiplicity: 1
Charge: 0

Geometry (Å):
C  -2.66  0.92  -1.23
C  -1.57  0.11  -0.53
C  -0.72  0.92  0.42
N  -1.50  1.33  1.58
C  0.51  0.14  0.89
N  1.43  -0.12  -0.20
C  2.44  -1.14  -0.01
N  2.30  -2.32  -0.86
H  -2.25  1.81  -1.71
H  -3.15  0.28  -1.97
H  -3.47  1.20  -0.55
H  -2.03  -0.74  0.00
H  -0.90  -0.31  -1.29
H  -0.33  1.77  -0.17
H  -1.33  2.27  1.89
H  -2.49  1.21  1.45
H  0.20  -0.83  1.28
H  0.96  0.69  1.71
H  1.83  0.73  -0.58
H  3.42  -0.72  -0.24
H  2.42  -1.48  1.02
H  2.52  -2.05  -1.81
H  1.32  -2.58  -0.89

These are the Mulliken partial charges, in e, on atoms 1 to 6: -1.1862, -0.6960, 0.5143, -0.6231, -0.9394, -0.2032

=====

Record 6
ORCA calculation (ωB97M-V with the def2-TZVPD basis set) on a structure of composition C33H45NO2P2SiZr.

Output
Highest occupied orbital energy (spin up / spin down) in eV: -5.514 / -5.514
Multiplicity: 1
Charge: 0

Geometry (Å):
Zr  -1.05  1.01  -0.04
P  -2.65  0.45  2.09
P  -0.03  1.22  -2.81
N  -2.44  0.47  -1.28
H  -1.96  -0.42  0.69
C  -3.70  1.96  2.27
H  -4.20  1.93  3.25
H  -4.48  2.00  1.50
H  -3.14  2.89  2.22
C  -1.93  0.34  3.78
H  -2.79  0.33  4.46
H  -1.30  1.20  3.99
H  -1.34  -0.57  3.89
C  -3.90  -0.90  1.84
H  -4.33  -1.21  2.81
H  -3.42  -1.75  1.37
H  -4.66  -0.50  1.15
C  -0.46  2.72  -3.78
H  0.16  2.73  -4.70
H  -0.28  3.61  -3.18
H  -1.52  2.69  -4.05
C  1.75  1.15  -3.18
H  1.90  1.36  -4.26
H  2.14  0.15  -2.94
H  2.27  1.90  -2.57
C  -0.59  -0.05  -4.00
H  -0.06  0.09  -4.96
H  -1.68  0.04  -4.13
H  -0.38  -1.04  -3.58
C  -3.42  -0.23  -1.83
C  -5.65  -0.33  -2.80
C  -4.68  0.39  -2.16
C  -3.26  -1.64  -2.05
C  -4.23  -2.37  -2.71
C  -5.42  -1.70  -3.09
H  -6.57  0.15  -3.09
H  -4.80  1.45  -1.90
H  -2.31  -2.13  -1.72
H  -4.07  -3.40  -2.92
H  -6.21  -2.28  -3.62
C  0.21  4.07  0.52
O  -0.40  3.05  -0.15
C  -0.72  4.89  1.37
H  -0.22  4.98  2.35
H  -1.67  4.35  1.49
H  -0.96  5.94  1.11
C  1.65  3.96  0.84
H  2.32  4.38  0.08
H  1.79  2.89  0.90
H  1.86  4.47  1.80
O  0.73  0.05  0.34
Si  1.90  -1.03  0.69
C  3.39  0.06  0.93
C  3.85  0.81  -0.14
C  4.90  1.72  0.05
C  5.48  1.83  1.33
C  5.03  1.04  2.38
C  3.99  0.14  2.19
C  1.43  -1.94  2.24
C  1.50  -3.33  2.28
C  1.20  -4.00  3.46
C  0.85  -3.30  4.60
C  0.81  -1.91  4.58
C  1.11  -1.22  3.40
C  2.09  -2.17  -0.77
C  3.39  -2.43  -1.26
C  3.54  -3.31  -2.33
C  2.45  -3.96  -2.89
C  1.17  -3.74  -2.36
C  0.99  -2.86  -1.29
H  3.38  0.71  -1.14
H  5.25  2.30  -0.79
H  6.31  2.51  1.47
H  5.49  1.10  3.36
H  3.61  -0.50  3.01
H  1.78  -3.87  1.36
H  1.25  -5.08  3.46
H  0.64  -3.83  5.52
H  0.57  -1.35  5.46
H  1.07  -0.12  3.38
H  4.24  -1.94  -0.80
H  4.54  -3.49  -2.71
H  2.58  -4.67  -3.69
H  0.31  -4.25  -2.76
H  0.00  -2.70  -0.85

These are the Mulliken partial charges, in e, on atoms 1 to 6: 0.2132, 1.4862, 1.0809, -0.5783, -0.2398, -1.2680

=====

Record 7
ORCA calculation (ωB97M-V with the def2-TZVPD basis set) on a structure of composition C3H6O.

Output
Highest occupied orbital energy in eV: -8.116
Multiplicity: 1
Charge: 0

Geometry (Å):
C  0.23  -1.44  -0.48
C  -0.70  -0.01  0.61
O  -0.92  -0.54  -0.61
C  -0.18  1.38  0.44
H  0.45  -1.63  -1.52
H  1.14  -0.98  -0.04
H  -0.03  -2.32  0.11
H  0.63  1.56  1.17
H  0.12  1.68  -0.57
H  -1.03  1.99  0.77

These are the Mulliken partial charges, in e, on atoms 1 to 6: -0.5862, -0.1904, -0.1731, -0.8230, 0.2669, 0.3136

=====

Record 8
ORCA calculation (ωB97M-V with the def2-TZVPD basis set) on a structure of composition C21H15F7IN3PtSb.

Output
Highest occupied orbital energy (spin up / spin down) in eV: -14.853 / -14.531
Multiplicity: 2
Charge: +2

Geometry (Å):
Pt  -0.52  -0.15  -0.58
C  -0.16  4.28  -1.14
C  1.18  4.48  -0.92
C  2.03  3.38  -0.82
C  1.50  2.11  -0.88
N  0.16  1.92  -1.02
C  -0.65  2.98  -1.18
C  2.31  0.88  -0.88
C  3.69  0.83  -0.96
C  4.32  -0.41  -1.00
C  3.56  -1.57  -0.97
C  2.18  -1.45  -0.89
N  1.61  -0.25  -0.86
C  1.22  -2.56  -0.83
C  1.56  -3.89  -0.97
C  0.58  -4.87  -0.92
C  -0.74  -4.49  -0.73
C  -1.03  -3.15  -0.58
N  -0.07  -2.21  -0.64
H  -0.85  5.10  -1.27
H  1.59  5.48  -0.85
H  3.09  3.52  -0.69
H  -1.69  2.79  -1.35
H  4.27  1.74  -1.01
H  5.39  -0.47  -1.06
H  4.04  -2.54  -1.00
H  2.59  -4.18  -1.12
H  0.84  -5.91  -1.04
H  -1.54  -5.22  -0.70
H  -2.05  -2.81  -0.42
F  -2.38  1.06  -0.04
Sb  -4.36  1.49  -0.37
F  -6.14  1.79  -0.73
F  -4.59  0.41  1.14
F  -4.22  -0.13  -1.36
F  -3.95  2.96  0.68
F  -3.71  2.36  -1.89
F  -0.84  -0.06  5.36
C  -0.75  -0.14  4.07
C  0.55  -0.07  3.49
C  0.66  -0.22  2.15
C  -0.52  -0.37  1.37
C  -1.81  -0.50  1.98
C  -1.93  -0.34  3.32
H  1.41  0.10  4.14
H  1.64  -0.19  1.69
H  -2.70  -0.66  1.39
H  -2.89  -0.38  3.82
I  -1.87  -0.47  -2.89

These are the Mulliken partial charges, in e, on atoms 1 to 6: 1.3907, -1.0140, -0.5265, -0.7582, 0.8512, 0.1754

=====

Record 9
ORCA calculation (ωB97M-V with the def2-TZVPD basis set) on an isolated molecule of CH3F2P.

Output
SMILES string: FC(F)P
Highest occupied orbital energy in eV: -11.142
Multiplicity: 1
Charge: 0

Geometry (Å):
F  -1.42  -1.02  0.22
C  -0.57  0.02  0.29
F  -1.43  1.22  -0.01
P  0.78  -0.10  -1.12
H  -0.48  0.32  1.29
H  1.68  0.74  -0.31
H  1.44  -1.18  -0.36

These are the Mulliken partial charges, in e, on atoms 1 to 6: -0.1921, 0.2340, -0.3196, -0.0858, 0.2152, 0.0772

=====

Record 10
ORCA calculation (ωB97M-V with the def2-TZVPD basis set) on a structure of composition C24H31CdF6N4OS.

Output
Highest occupied orbital energy (spin up / spin down) in eV: -1.799 / -3.226
Multiplicity: 1
Charge: -1

Geometry (Å):
Cd  -0.02  0.14  0.01
C  2.86  -1.38  -3.45
C  1.42  -0.82  -3.49
C  0.45  -1.89  -3.01
C  1.24  0.48  -2.72
C  2.20  0.98  -1.86
C  1.97  2.12  -1.11
C  0.76  2.80  -1.21
C  0.51  4.03  -0.42
C  -0.19  2.31  -2.09
C  0.04  1.17  -2.83
H  2.92  -2.37  -3.90
H  3.20  -1.50  -2.42
H  3.56  -0.72  -3.96
H  1.18  -0.60  -4.55
H  0.62  -2.11  -1.96
H  0.58  -2.83  -3.57
H  -0.59  -1.58  -3.13
H  3.15  0.48  -1.77
H  2.73  2.49  -0.45
H  1.11  4.05  0.50
H  -0.54  4.10  -0.12
H  0.76  4.92  -1.00
H  -1.12  2.84  -2.18
H  -0.72  0.80  -3.50
C  -2.09  3.85  4.50
C  -2.46  3.91  3.03
N  -2.68  2.58  2.51
C  -1.66  1.82  2.02
S  -2.20  0.70  0.83
N  -0.41  1.91  2.40
N  0.45  1.04  1.74
C  1.02  0.18  2.52
C  0.88  0.16  4.02
C  1.86  -0.85  1.86
C  2.94  -1.47  2.49
C  3.66  -2.42  1.77
C  3.28  -2.72  0.46
C  2.20  -2.04  -0.08
N  1.50  -1.11  0.59
H  -1.97  4.86  4.90
H  -2.86  3.34  5.08
H  -1.14  3.32  4.65
H  -3.39  4.48  2.92
H  -1.69  4.43  2.45
H  -3.45  2.46  1.86
H  -0.16  0.31  4.31
H  1.21  -0.79  4.46
H  1.49  0.97  4.44
H  3.23  -1.21  3.50
H  4.50  -2.93  2.22
H  3.81  -3.46  -0.13
H  1.86  -2.22  -1.10
C  -1.38  -3.50  -1.29
C  -2.20  -2.21  -1.06
O  -1.33  -1.27  -0.63
C  -3.33  -2.50  -0.06
F  -4.13  -3.51  -0.49
F  -2.86  -2.91  1.15
F  -4.14  -1.44  0.18
C  -2.92  -1.83  -2.36
F  -3.73  -2.83  -2.80
F  -2.06  -1.58  -3.39
F  -3.72  -0.73  -2.25
H  -0.89  -3.84  -0.37
H  -0.60  -3.35  -2.05
H  -2.02  -4.31  -1.64
H  -0.50  -1.19  1.05

These are the Mulliken partial charges, in e, on atoms 1 to 6: 1.2525, -1.8636, 0.5203, -1.4336, 0.3501, -0.0872

=====

Record 11
ORCA calculation (ωB97M-V with the def2-TZVPD basis set) on a structure of composition C12H7BeN2O5.

Output
Highest occupied orbital energy (spin up / spin down) in eV: -11.256 / -11.257
Multiplicity: 1
Charge: +1

Geometry (Å):
O  -3.75  4.14  -2.99
C  -2.75  3.76  -2.57
Be  0.10  1.78  -1.03
C  0.47  -0.85  -2.37
O  0.77  -1.91  -2.17
C  1.45  2.90  -0.89
O  2.52  3.30  -0.91
C  -1.37  1.71  0.01
O  -2.26  1.62  0.73
C  -0.10  1.95  -2.84
O  0.08  1.74  -3.97
H  -0.99  2.68  -2.43
N  2.12  -0.56  1.77
C  1.97  0.37  0.81
N  0.81  0.20  0.19
C  0.15  -0.88  0.77
C  -1.04  -1.55  0.44
C  -1.39  -2.69  1.18
C  -0.56  -3.13  2.21
C  0.63  -2.47  2.56
C  0.97  -1.36  1.80
H  2.92  -0.63  2.40
H  2.73  1.10  0.57
H  -1.64  -1.17  -0.39
H  -2.31  -3.24  0.96
H  -0.82  -4.02  2.78
H  1.28  -2.78  3.39

These are the Mulliken partial charges, in e, on atoms 1 to 6: -0.1459, 0.1763, 0.5795, 0.0990, -0.1422, 0.3450

=====

Record order is preserved below.
Energy: -122151.0677; -18131.1143; -225326.3897; -13458.3742; -9898.4059; -68272.5825; -5251.4727; -63383.7091; -15807.8659; -65099.4117; -26168.1362 eV